[1]
12
Properties=species:S:1:pos:R:3:forces:R:3:lowdin_charge:R:1 method="wB97M-V/def2-TZVPD" lumo_ha="-0.0097 / -0.0097" homo_lumo_gap_ev="6.68 / 6.68" charge=0 e_homo_ev="-6.95 / -6.95" e_tot_ha=-269.17456 relative_energy_kcal_mol=107.7
C 1.068 -0.411 -0.323 -0.12 0.00 0.07 -0.13
C 0.320 0.867 0.000 0.20 0.01 -0.19 -0.29
C -1.139 0.498 0.015 -0.14 0.06 -0.10 -0.25
O -1.219 -0.974 -0.333 0.43 -0.10 0.08 0.06
C -0.034 -1.409 -0.235 -0.16 0.06 -0.21 -0.04
C -0.441 0.688 1.275 -0.09 0.14 0.12 -0.07
H 1.870 -0.612 0.391 -0.11 0.01 -0.05 0.13
H 1.491 -0.507 -1.343 -0.04 -0.03 0.09 0.13
H 0.658 1.794 -0.469 -0.09 -0.14 0.12 0.13
H -1.967 0.990 -0.484 0.12 -0.05 0.17 0.14
H 0.093 -2.485 -0.365 -0.02 0.15 0.05 0.15
H -0.700 1.562 1.872 0.03 -0.11 -0.15 0.05

[2]
12
Properties=species:S:1:pos:R:3:forces:R:3:lowdin_charge:R:1 method="wB97M-V/def2-TZVPD" lumo_ha=-0.0037 homo_lumo_gap_ev=9.06 charge=0 e_homo_ev=-9.16 e_tot_ha=-269.18386 relative_energy_kcal_mol=101.9
C 1.006 -0.265 -0.440 0.10 0.02 0.11 -0.12
C 0.504 1.153 -0.416 -0.18 -0.05 0.00 -0.05
C -0.711 1.232 0.156 0.11 -0.05 0.03 -0.08
O -1.088 -1.537 -0.192 -0.12 0.05 -0.16 -0.08
C 0.028 -0.985 0.494 0.22 0.01 0.06 -0.39
C -1.041 -0.013 0.873 0.28 0.19 -0.13 0.01
H 2.055 -0.389 -0.157 -0.09 0.12 0.03 0.11
H 0.893 -0.649 -1.464 0.09 -0.01 0.20 0.13
H 1.056 1.982 -0.858 -0.24 -0.16 -0.11 0.11
H -1.333 2.122 0.170 0.09 -0.20 0.10 0.10
H 0.481 -1.631 1.250 -0.12 -0.03 -0.15 0.14
H -1.850 -1.020 0.585 -0.15 0.10 0.01 0.13

[3]
12
Properties=species:S:1:pos:R:3:forces:R:3:lowdin_charge:R:1 method="wB97M-V/def2-TZVPD" lumo_ha=0.0060 homo_lumo_gap_ev=8.97 charge=0 smiles="C=C=CCC=O" e_homo_ev=-8.80 e_tot_ha=-269.20042 relative_energy_kcal_mol=91.5
C -1.168 0.354 1.333 -0.12 0.03 0.12 -0.01
C -1.500 -0.104 0.140 0.78 0.33 -0.07 -0.08
C -0.762 -0.414 -0.921 -1.06 0.85 -0.54 -0.13
C 0.509 0.439 -0.970 -0.12 -0.08 -0.18 -0.12
C 1.248 -0.384 0.095 0.19 -0.83 -0.40 -0.27
O 0.882 -1.538 0.142 1.50 -0.20 0.59 0.03
H -1.723 0.926 2.060 -0.32 0.18 -0.30 0.05
H -0.104 0.209 1.583 -0.71 -0.52 0.67 0.05
H -0.851 -1.272 -1.576 -0.19 0.07 0.31 0.11
H 1.103 0.353 -1.887 -0.16 0.03 -0.03 0.11
H 0.304 1.493 -0.769 0.26 -0.27 0.16 0.12
H 2.061 -0.061 0.770 -0.05 0.40 -0.31 0.13

[4]
12
Properties=species:S:1:pos:R:3:forces:R:3:lowdin_charge:R:1 method="wB97M-V/def2-TZVPD" lumo_ha=0.0143 homo_lumo_gap_ev=10.73 charge=0 smiles="C#CC(=O)CC" e_homo_ev=-10.34 e_tot_ha=-269.28258 relative_energy_kcal_mol=39.9
C 2.827 -0.227 0.930 -0.33 0.02 -0.34 0.15
C 1.935 -0.160 0.123 0.44 -0.03 0.42 -0.04
C 0.687 -0.067 -0.641 -0.10 -0.03 -0.27 -0.43
O 0.611 -0.287 -1.829 0.08 0.07 0.54 0.10
C -0.484 0.336 0.233 -0.05 0.00 0.04 -0.19
C -1.842 0.015 -0.370 -0.08 -0.01 -0.05 -0.10
H 3.614 -0.290 1.649 -0.05 0.01 -0.18 0.04
H -0.349 -0.142 1.210 -0.03 0.06 -0.13 0.12
H -0.372 1.415 0.415 0.00 -0.14 -0.01 0.13
H -2.634 0.289 0.333 0.09 -0.02 -0.13 0.07
H -1.927 -1.055 -0.582 0.01 0.15 0.01 0.08
H -1.999 0.555 -1.306 0.02 -0.08 0.11 0.08

[5]
12
Properties=species:S:1:pos:R:3:forces:R:3:lowdin_charge:R:1 method="wB97M-V/def2-TZVPD" lumo_ha=0.0116 homo_lumo_gap_ev=10.30 charge=0 e_homo_ev=-9.98 e_tot_ha=-269.17640 relative_energy_kcal_mol=106.6
C 0.764 -0.313 -0.310 2.00 0.24 -0.37 -0.25
C 1.924 -0.959 -0.502 -3.88 0.84 0.05 0.16
C -0.753 0.206 -0.190 1.79 -2.19 -0.24 -0.44
C 1.733 0.830 0.200 -0.53 0.12 3.00 -0.15
C -1.710 -0.880 0.078 2.15 -1.94 0.07 -0.01
O -1.102 1.336 -0.212 0.78 1.30 -0.25 0.13
H 2.795 0.748 0.017 0.38 -0.19 0.25 0.06
H 1.513 0.877 1.371 0.76 0.37 -2.57 0.14
H 1.434 1.700 -0.346 -0.38 0.65 -0.16 0.08
H -2.309 -1.018 -0.792 -0.46 -0.49 -0.68 0.09
H -2.305 -0.484 0.836 -1.30 0.20 1.44 0.07
H -1.116 -1.802 0.403 -1.32 1.09 -0.56 0.12

[6]
12
Properties=species:S:1:pos:R:3:forces:R:3:lowdin_charge:R:1 method="wB97M-V/def2-TZVPD" lumo_ha=0.0140 homo_lumo_gap_ev=9.31 charge=0 e_homo_ev=-8.93 e_tot_ha=-269.14752 relative_energy_kcal_mol=124.7
C -1.291 0.846 0.190 -0.02 0.08 0.41 -0.06
C -0.928 -0.451 0.571 -0.15 0.25 -0.01 -0.06
O -0.453 -1.093 -1.193 -0.05 0.17 -0.33 -0.15
C 0.327 -0.975 -0.025 0.03 -0.05 0.22 -0.44
C 1.482 -0.070 -0.083 0.43 0.31 -0.05 -0.07
C 2.441 0.657 -0.133 -0.39 -0.28 0.04 0.13
H -1.034 0.147 -0.957 0.14 -0.40 -0.15 0.18
H -0.516 1.612 0.198 -0.11 -0.14 -0.06 0.08
H -2.317 1.174 0.325 0.16 -0.06 -0.01 0.07
H -1.636 -1.191 0.934 0.12 0.11 -0.05 0.13
H 0.632 -1.956 0.351 -0.01 0.12 -0.01 0.15
H 3.292 1.300 -0.179 -0.15 -0.12 0.00 0.03

[7]
12
Properties=species:S:1:pos:R:3:forces:R:3:lowdin_charge:R:1 method="wB97M-V/def2-TZVPD" lumo_ha=0.0324 homo_lumo_gap_ev=10.77 charge=0 smiles="C#CCCC=O" e_homo_ev=-9.89 e_tot_ha=-269.27285 relative_energy_kcal_mol=46.1
C 2.827 0.112 0.073 -0.38 0.78 0.27 0.11
C 1.670 0.319 -0.187 0.47 -0.18 0.18 -0.16
C 0.263 0.171 -0.531 -0.01 -0.11 -0.11 -0.21
C -0.594 -0.124 0.715 0.04 -0.04 -0.11 -0.16
C -2.067 -0.253 0.421 -0.09 0.07 -0.34 -0.27
O -2.565 -0.024 -0.655 0.18 -0.13 0.42 0.05
H 3.819 0.182 0.440 0.24 -0.22 -0.12 0.02
H 0.354 -0.650 -1.248 -0.89 -0.27 0.15 0.13
H -0.184 0.991 -1.102 0.32 0.09 0.23 0.12
H -0.254 -1.020 1.252 -0.04 0.06 -0.18 0.12
H -0.502 0.686 1.459 0.06 -0.11 -0.26 0.13
H -2.701 -0.559 1.284 0.11 0.05 -0.13 0.12

[8]
12
Properties=species:S:1:pos:R:3:forces:R:3:lowdin_charge:R:1 method="wB97M-V/def2-TZVPD" lumo_ha=0.0302 homo_lumo_gap_ev=9.71 charge=0 smiles="CC=C=O.C#C" e_homo_ev=-8.89 e_tot_ha=-269.24123 relative_energy_kcal_mol=65.9
C 0.455 1.213 -0.922 -0.12 0.05 -0.04 -0.11
C 1.550 0.258 -0.511 0.03 -0.20 0.05 -0.15
C 1.375 -0.994 -0.163 0.02 -0.57 0.15 -0.22
O 1.257 -2.117 0.157 0.08 0.93 -0.31 0.13
H 0.645 1.604 -1.928 -0.04 -0.07 0.15 0.07
H 0.400 2.066 -0.236 0.03 -0.15 -0.09 0.07
H -0.523 0.725 -0.922 0.18 0.05 0.01 0.06
H 2.586 0.583 -0.496 -0.09 -0.04 0.03 0.11
C -1.502 -1.209 1.352 -0.45 0.35 -0.06 0.00
C -2.406 -0.440 1.157 0.38 -0.39 0.13 0.00
H -0.695 -1.894 1.512 -0.17 0.13 -0.02 0.02
H -3.227 0.227 1.004 0.16 -0.09 0.01 0.02

[9]
12
Properties=species:S:1:pos:R:3:forces:R:3:lowdin_charge:R:1 method="wB97M-V/def2-TZVPD" lumo_ha=0.0382 homo_lumo_gap_ev=9.45 charge=0 smiles=Cc1ccco1 e_homo_ev=-8.41 e_tot_ha=-269.25008 relative_energy_kcal_mol=60.3
C 0.482 0.844 -1.638 0.19 0.09 0.14 -0.01
C 0.320 0.519 -0.176 -0.63 -0.53 0.06 -0.39
C -0.835 0.441 0.538 0.06 0.51 -0.03 -0.06
C -0.740 -0.675 1.413 0.05 0.44 0.37 -0.14
C 0.321 -1.452 1.148 1.71 2.73 0.15 0.07
O 1.247 -0.297 0.346 -1.38 -3.77 -0.16 -0.03
H 1.280 1.542 -1.891 -0.04 0.02 0.11 0.08
H -0.461 1.154 -2.107 0.28 0.12 0.36 0.08
H 0.748 -0.132 -2.064 0.01 0.24 -0.12 0.09
H -1.749 1.011 0.487 0.13 0.20 -0.41 0.11
H -1.350 -0.607 2.294 -0.73 -1.30 0.06 0.11
H 0.738 -2.347 1.650 0.35 1.25 -0.52 0.10

[10]
12
Properties=species:S:1:pos:R:3:forces:R:3:lowdin_charge:R:1 method="wB97M-V/def2-TZVPD" lumo_ha=0.0155 homo_lumo_gap_ev=10.75 charge=0 smiles="C#CC(=O)CC" e_homo_ev=-10.33 e_tot_ha=-269.28424 relative_energy_kcal_mol=38.9
C 2.983 0.277 0.664 -0.42 -0.10 -0.18 0.15
C 1.929 -0.003 0.151 0.53 0.12 0.23 -0.04
C 0.631 -0.298 -0.464 -0.10 -0.09 -0.19 -0.43
O 0.558 -0.816 -1.555 0.04 0.19 0.38 0.10
C -0.579 0.093 0.362 0.00 0.03 0.01 -0.19
C -1.877 0.032 -0.431 -0.06 -0.01 -0.05 -0.10
H 3.923 0.523 1.110 -0.19 -0.07 -0.10 0.04
H -0.607 -0.581 1.230 0.05 0.08 -0.13 0.13
H -0.402 1.093 0.776 0.01 -0.14 -0.07 0.12
H -2.729 0.276 0.212 0.12 -0.04 -0.09 0.07
H -2.032 -0.963 -0.855 0.02 0.13 0.07 0.08
H -1.858 0.744 -1.262 0.00 -0.11 0.12 0.08

[11]
12
Properties=species:S:1:pos:R:3:forces:R:3:lowdin_charge:R:1 method="wB97M-V/def2-TZVPD" lumo_ha=0.0331 homo_lumo_gap_ev=10.53 charge=0 smiles="C#CCC(C)=O" e_homo_ev=-9.64 e_tot_ha=-269.28313 relative_energy_kcal_mol=39.6
C 2.125 0.134 0.830 -0.16 -0.21 -0.41 0.13
C 1.474 -0.324 -0.074 0.29 0.26 0.50 -0.14
C 0.376 -0.803 -0.917 0.03 -0.08 0.01 -0.13
C -0.824 -0.548 0.003 -0.27 -0.16 0.16 -0.46
C -1.249 0.899 0.152 -0.06 0.05 0.00 -0.02
O -1.337 -1.447 0.626 0.08 0.32 -0.35 0.09
H 2.685 0.523 1.650 0.07 -0.05 -0.18 0.03
H 0.305 -0.237 -1.854 0.02 -0.06 0.20 0.12
H 0.450 -1.871 -1.141 0.04 0.16 0.09 0.12
H -2.275 0.993 -0.216 0.08 0.00 0.03 0.09
H -0.600 1.584 -0.399 -0.10 -0.13 0.08 0.08
H -1.248 1.178 1.209 -0.03 -0.10 -0.14 0.09

[12]
12
Properties=species:S:1:pos:R:3:forces:R:3:lowdin_charge:R:1 method="wB97M-V/def2-TZVPD" lumo_ha=0.0123 homo_lumo_gap_ev=10.62 charge=0 smiles="CCC#CC=O" e_homo_ev=-10.28 e_tot_ha=-269.27896 relative_energy_kcal_mol=42.2
C -0.372 -1.599 -0.719 -0.07 -0.05 -0.01 -0.10
C 0.824 -0.645 -0.851 0.05 0.02 0.01 -0.25
C 0.671 0.429 0.131 -0.20 0.34 0.32 -0.02
C 0.332 1.246 0.955 0.08 -0.36 -0.34 0.04
C -0.241 2.146 1.937 -0.41 -0.02 0.08 -0.29
O -1.425 2.134 2.198 0.60 0.09 -0.07 0.05
H -0.335 -2.114 0.247 -0.04 0.06 -0.19 0.08
H -1.302 -1.024 -0.757 0.12 -0.16 -0.03 0.08
H -0.382 -2.344 -1.520 0.05 0.10 0.12 0.07
H 0.865 -0.208 -1.857 -0.02 -0.02 0.16 0.12
H 1.770 -1.176 -0.701 -0.10 0.09 0.01 0.11
H 0.450 2.843 2.443 -0.06 -0.08 -0.07 0.11